CHNO4 | ωB97M-V/def2-TZVPD

largest force on an atom = 0.028 Eh/bohr
HOMO-LUMO gap (spin up / spin down) = 9.052 / 8.412 eV
HOMO level (spin up / spin down) = -11.2 / -10.6 eV
net charge = 0
E_tot = -394.1258 Eh

```
7
Properties=species:S:1:pos:R:3:forces:R:3:mulliken_charge:R:1
C 0.363 0.000 -0.288 0.457 -1.347 0.144 0.03
N -0.745 0.807 0.325 0.432 -1.043 -0.137 0.93
O -0.773 1.963 -0.011 0.017 0.400 -0.107 -0.52
O 1.184 -2.130 -0.219 0.256 0.489 -0.294 -0.48
O -1.504 0.224 1.073 0.462 0.516 -0.441 -0.49
O 0.362 -1.187 0.180 -0.498 0.947 -0.097 0.15
H 1.113 0.323 -1.060 -1.126 0.037 0.931 0.38
```
Positions in Å, forces in eV/Å.

***

CHNO4 | ωB97M-V/def2-TZVPD

⟨S²⟩ = 2.010
largest force on an atom = 0.242 Eh/bohr
2S+1 = 3
HOMO-LUMO gap (spin up / spin down) = 8.106 / 5.814 eV
HOMO level (spin up / spin down) = -7.9 / -10.1 eV
net charge = 0
E_tot = -393.8827 Eh

```
7
Properties=species:S:1:pos:R:3:forces:R:3:mulliken_charge:R:1
C -1.961 -0.029 0.557 0.674 -0.260 0.241 -0.12
N -0.940 -0.295 1.123 -1.002 0.593 0.267 0.24
O 0.232 0.627 -1.228 0.258 0.716 1.863 -0.16
O 0.212 -0.404 1.595 -8.498 -4.456 6.933 -0.26
O 1.049 -0.306 -0.616 0.983 0.491 0.935 0.09
O 1.313 0.129 0.671 7.686 3.749 -9.064 -0.16
H 0.096 0.279 -2.101 -0.100 -0.833 -1.175 0.36
```
Positions in Å, forces in eV/Å.

***

CHNO5S | ωB97M-V/def2-TZVPD

largest force on an atom = 0.090 Eh/bohr
HOMO-LUMO gap = 8.686 eV
HOMO level = -9.6 eV
net charge = 0
E_tot = -867.6824 Eh

```
9
Properties=species:S:1:pos:R:3:forces:R:3:mulliken_charge:R:1
C -0.398 -0.156 -0.766 -1.234 -1.967 2.043 0.49
N 0.542 0.431 -1.862 -1.075 1.438 2.937 0.98
O 1.351 -0.302 -2.316 0.530 -0.399 -1.000 -0.47
O -1.566 -0.388 -0.872 2.553 0.940 -0.193 -0.36
O 0.408 1.646 -1.933 0.252 -1.161 -0.703 -0.51
O 0.053 -0.096 2.884 2.567 -3.393 -0.142 -0.40
O 0.421 -0.561 0.416 -0.011 1.669 -4.041 -0.27
S -0.318 -1.173 1.706 -0.808 -0.812 1.300 0.21
H -0.494 0.599 2.742 -2.774 3.683 -0.201 0.32
```
Positions in Å, forces in eV/Å.

***

CHNO5S | ωB97M-V/def2-TZVPD

largest force on an atom = 0.058 Eh/bohr
HOMO-LUMO gap (spin up / spin down) = 8.608 / 8.607 eV
HOMO level (spin up / spin down) = -9.5 / -9.5 eV
net charge = 0
E_tot = -867.7146 Eh

```
9
Properties=species:S:1:pos:R:3:forces:R:3:mulliken_charge:R:1
C -0.822 -0.902 0.555 -0.460 -1.859 -0.376 0.78
N -0.190 -0.204 1.632 -1.288 0.853 1.768 0.10
O -1.391 -1.960 0.707 0.881 1.515 -0.182 -0.48
O -0.947 -0.142 -0.538 0.238 1.183 -0.832 -0.41
O 0.820 -0.522 2.146 0.594 -1.203 0.101 -0.27
O 0.664 0.977 -2.117 -0.392 -0.838 1.339 -0.43
O 0.897 1.291 0.399 -0.113 1.466 -1.719 -0.46
S -0.046 1.433 -0.692 1.133 -2.735 -0.290 0.77
H 1.016 0.029 -2.092 -0.592 1.618 0.191 0.38
```
Positions in Å, forces in eV/Å.

***

CHNS4 | ωB97M-V/def2-TZVPD

largest force on an atom = 0.098 Eh/bohr
SMILES = S=C(S)n1ss1
HOMO-LUMO gap = 7.739 eV
HOMO level = -8.8 eV
net charge = 0
E_tot = -1686.1113 Eh

```
7
Properties=species:S:1:pos:R:3:forces:R:3:mulliken_charge:R:1
S -0.722 1.970 0.118 0.730 -2.562 0.108 -0.26
C -0.311 0.288 0.039 -3.930 3.160 0.114 0.28
S -1.581 -0.993 0.091 0.550 0.327 -0.170 -0.19
N 0.885 -0.072 -0.334 3.593 -1.803 0.122 0.01
S 1.951 -1.435 0.220 -1.459 -0.994 -0.376 -0.04
S 2.395 0.507 0.278 -0.156 1.879 -0.171 0.02
H -2.618 -0.265 -0.412 0.672 -0.007 0.373 0.18
```
Positions in Å, forces in eV/Å.

***

CHO3PS | ωB97M-V/def2-TZVPD

largest force on an atom = 0.060 Eh/bohr
HOMO-LUMO gap = 4.640 eV
HOMO level = 1.4 eV
net charge = -2
E_tot = -1003.9779 Eh

```
7
Properties=species:S:1:pos:R:3:forces:R:3:mulliken_charge:R:1
C -2.944 0.588 0.362 1.337 1.537 0.593 -0.45
O 2.856 -1.363 -0.549 -0.690 0.932 0.167 -0.67
O 2.482 0.319 1.326 -0.168 0.264 0.113 -0.64
O 1.251 0.625 -0.917 -0.996 0.930 -1.008 -0.59
P 2.147 -0.121 -0.052 2.139 -2.119 0.696 0.90
S -3.925 -0.596 -0.154 -0.518 -1.072 -0.605 -0.55
H -1.867 0.547 -0.017 -1.105 -0.473 0.044 0.00
```
Positions in Å, forces in eV/Å.

***

CHO3Rb | ωB97M-V/def2-TZVPD

largest force on an atom = 0.066 Eh/bohr
HOMO-LUMO gap = 6.251 eV
HOMO level = -7.4 eV
net charge = 0
E_tot = -288.5334 Eh

```
6
Properties=species:S:1:pos:R:3:forces:R:3:mulliken_charge:R:1
Rb -1.418 0.174 3.051 0.708 0.015 -0.849 0.97
O 0.098 0.572 -1.408 -0.019 1.912 -0.742 -0.46
C 0.354 -0.001 -0.217 -0.136 -1.131 0.817 0.63
O 0.502 0.640 0.826 -0.480 2.729 1.363 -0.77
O 0.375 -1.215 -0.234 -0.038 -3.366 -0.539 -0.69
H 0.088 -0.170 -2.018 -0.036 -0.159 -0.050 0.32
```
Positions in Å, forces in eV/Å.

***

CHO3Rb | ωB97M-V/def2-TZVPD

largest force on an atom = 0.020 Eh/bohr
HOMO-LUMO gap = 6.615 eV
HOMO level = -7.8 eV
net charge = 0
E_tot = -288.5416 Eh

```
6
Properties=species:S:1:pos:R:3:forces:R:3:mulliken_charge:R:1
Rb -0.294 1.680 2.924 0.084 -0.375 -0.962 0.98
O 0.476 -1.155 -1.060 -0.141 0.294 -0.026 -0.46
C -0.313 -0.115 -0.575 -0.037 0.209 0.566 0.61
O 0.260 0.586 0.331 0.147 0.140 0.658 -0.79
O -1.440 0.007 -1.013 -0.248 -0.120 -0.234 -0.63
H 1.310 -1.003 -0.608 0.195 -0.148 -0.001 0.29
```
Positions in Å, forces in eV/Å.

***

CHO4PS | ωB97M-V/def2-TZVPD

largest force on an atom = 0.086 Eh/bohr
SMILES = O=P([O-])([O-])OC=S
HOMO-LUMO gap = 6.103 eV
HOMO level = -0.5 eV
net charge = -2
E_tot = -1079.3138 Eh

```
8
Properties=species:S:1:pos:R:3:forces:R:3:mulliken_charge:R:1
O 0.170 -1.029 -2.286 -0.466 -0.086 -0.240 -0.78
P 0.326 -0.937 -0.803 0.868 1.056 -0.995 0.95
O 1.718 -0.869 -0.277 0.750 -0.206 0.334 -0.74
O -0.701 -1.501 0.113 -1.029 -1.136 0.183 -0.75
O -0.125 1.013 -0.465 -0.153 -0.733 2.616 -0.43
C -0.347 1.011 0.845 0.131 -1.155 -4.280 -0.02
S -0.536 2.349 1.733 -0.197 1.723 1.422 -0.55
H -0.504 -0.037 1.139 0.097 0.537 0.960 0.33
```
Positions in Å, forces in eV/Å.

***

CHO5S | ωB97M-V/def2-TZVPD

largest force on an atom = 0.035 Eh/bohr
HOMO-LUMO gap = 8.204 eV
HOMO level = -4.4 eV
net charge = -1
E_tot = -813.1891 Eh

```
8
Properties=species:S:1:pos:R:3:forces:R:3:mulliken_charge:R:1
C -1.089 1.103 -0.766 -0.089 0.527 -0.315 0.78
O -0.141 1.413 -1.359 0.775 0.467 -0.604 -0.43
O -2.133 1.154 -0.261 -0.653 -0.381 0.487 -0.44
O 0.637 -2.358 1.238 0.406 0.626 -0.712 -0.56
O 1.422 0.183 0.847 -0.174 -0.851 0.130 -0.57
O -0.429 -0.945 -0.542 0.822 -0.684 1.420 -0.59
S 0.090 -1.038 0.892 -0.678 0.745 -0.426 0.53
H 1.644 0.488 -0.048 -0.408 -0.449 0.021 0.30
```
Positions in Å, forces in eV/Å.

***

CHO5S | ωB97M-V/def2-TZVPD

largest force on an atom = 0.045 Eh/bohr
SMILES = O=S(=O)([O-])C1OO1
HOMO-LUMO gap = 9.494 eV
HOMO level = -5.4 eV
net charge = -1
E_tot = -813.0409 Eh

```
8
Properties=species:S:1:pos:R:3:forces:R:3:mulliken_charge:R:1
O 1.702 0.504 0.847 -0.121 0.017 -0.167 -0.64
S 0.974 -0.406 -0.014 -0.679 0.114 0.213 1.13
O 0.811 -1.751 0.525 0.098 0.030 -0.093 -0.68
O 1.303 -0.341 -1.425 -0.022 -0.053 0.085 -0.65
C -0.808 0.126 0.046 0.121 1.477 -1.446 0.08
O -1.219 1.234 0.723 -0.096 0.084 2.326 -0.25
O -1.254 1.338 -0.689 0.700 -1.714 -0.923 -0.30
H -1.509 -0.704 -0.012 0.001 0.044 0.005 0.31
```
Positions in Å, forces in eV/Å.

***

CHOPS | ωB97M-V/def2-TZVPD

⟨S²⟩ = 2.022
largest force on an atom = 0.067 Eh/bohr
2S+1 = 3
HOMO-LUMO gap (spin up / spin down) = 7.658 / 7.514 eV
HOMO level (spin up / spin down) = -7.7 / -10.2 eV
net charge = 0
E_tot = -853.3889 Eh

```
5
Properties=species:S:1:pos:R:3:forces:R:3:mulliken_charge:R:1
C 0.746 0.067 0.260 0.219 0.437 2.030 0.04
O 0.822 0.642 1.319 -0.728 -1.191 -3.151 -0.30
P -0.754 -0.122 -1.359 0.548 0.434 1.379 0.10
S -2.270 0.138 -0.167 -0.096 0.016 -0.230 -0.15
H 1.457 -0.726 -0.053 0.056 0.303 -0.028 0.31
```
Positions in Å, forces in eV/Å.